9 unconnected molecules or ions with the total composition C56H39BF9N2O36S in a non-equilibrium geometry, computed with wB97M-V/def2-TZVPD.

Values from the calculation:
total charge: +1
LUMO: -3.89 eV
Kohn-Sham gap: 6.608 eV
maximum force: 5.06 eV/A
calculated total energy: -171354.131 eV
2S+1: 1
HOMO energy: -10.5012 eV

Geometry as XYZ:
```
144
Properties=species:S:1:pos:R:3:mulliken_charge:R:1
O -0.12 0.22 3.96 -0.656
S -0.95 0.36 2.81 1.251
O -1.31 1.73 2.69 -0.636
N -0.08 -0.05 1.41 0.297
C -0.42 0.12 0.05 -0.282
C 0.55 -0.31 -0.76 -0.841
N 1.56 -0.76 0.13 0.049
C 1.17 -0.61 1.37 0.608
C 2.08 -0.98 2.50 -1.006
B 2.89 0.37 2.91 0.607
O 3.20 1.32 1.95 -0.530
O 3.24 0.61 4.24 -0.576
C -2.42 -0.75 3.10 0.419
F -1.89 -1.99 3.29 -0.278
F -2.96 -0.43 4.26 -0.198
C -3.45 -0.89 1.94 0.799
F -4.36 -1.79 2.37 -0.297
F -2.89 -1.44 0.83 -0.292
C -4.22 0.40 1.50 0.552
F -3.45 1.24 0.77 -0.228
F -5.17 -0.04 0.64 -0.255
C -4.98 1.18 2.62 0.549
F -5.86 1.98 1.98 -0.243
F -5.69 0.40 3.43 -0.225
F -4.20 1.97 3.35 -0.198
H -1.35 0.53 -0.34 0.520
H 0.54 -0.26 -1.85 0.415
H 2.45 -1.12 -0.20 0.239
H 2.86 -1.68 2.13 0.509
H 1.55 -1.39 3.37 0.403
H 2.80 2.16 2.23 0.294
H 2.42 0.83 4.72 0.250
C 7.31 -2.47 1.99 -1.148
C 8.65 -2.54 1.94 0.390
C 9.51 -1.43 2.48 0.953
O 10.72 -1.55 2.43 -0.579
C 8.84 -0.26 3.04 -0.753
C 7.51 -0.20 3.08 0.150
C 6.65 -1.32 2.57 0.887
O 5.44 -1.22 2.65 -0.381
O 6.87 0.86 3.58 -0.524
O 9.29 -3.58 1.41 -0.559
H 6.68 -3.27 1.61 0.429
H 9.47 0.54 3.41 0.469
H 5.92 0.67 3.50 0.278
H 10.24 -3.38 1.50 0.358
C -6.20 -6.38 -0.90 -0.956
C -4.86 -6.39 -0.98 0.190
C -4.04 -5.24 -0.46 1.125
O -2.83 -5.30 -0.54 -0.695
C -4.74 -4.10 0.11 -0.548
C -6.07 -4.09 0.18 0.225
C -6.90 -5.24 -0.31 0.889
O -8.11 -5.19 -0.20 -0.751
O -6.74 -3.05 0.70 -0.491
O -4.20 -7.41 -1.51 -0.524
H -6.81 -7.20 -1.26 0.491
H -4.14 -3.28 0.45 0.249
H -7.69 -3.29 0.64 0.346
H -3.25 -7.17 -1.45 0.355
C -2.67 -7.91 -7.20 -0.928
C -2.76 -9.20 -6.85 0.261
C -3.37 -9.61 -5.55 0.902
O -3.45 -10.80 -5.29 -0.609
C -3.84 -8.57 -4.64 -0.783
C -3.74 -7.28 -4.99 0.176
C -3.15 -6.87 -6.30 0.965
O -3.10 -5.68 -6.58 -0.694
O -4.15 -6.30 -4.18 -0.378
O -2.32 -10.18 -7.65 -0.579
H -2.23 -7.59 -8.14 0.460
H -4.26 -8.88 -3.70 0.526
H -3.97 -5.47 -4.67 0.320
H -2.51 -11.01 -7.17 0.362
C 4.51 5.27 4.77 -0.612
C 4.34 3.99 5.11 0.227
C 3.68 3.61 6.40 0.997
O 3.53 2.43 6.66 -0.626
C 3.26 4.68 7.30 -1.049
C 3.44 5.96 6.96 0.112
C 4.07 6.34 5.65 0.814
O 4.19 7.52 5.38 -0.480
O 3.07 6.96 7.76 -0.591
O 4.74 2.98 4.32 -0.413
H 4.98 5.56 3.84 0.692
H 2.80 4.39 8.24 0.456
H 3.30 7.78 7.28 0.351
H 4.49 2.16 4.80 0.167
C -8.04 -5.30 -10.24 -0.882
C -7.15 -6.18 -9.78 0.231
C -6.07 -5.78 -8.82 0.929
O -5.29 -6.63 -8.42 -0.487
C -5.99 -4.39 -8.41 -0.966
C -6.88 -3.50 -8.87 0.475
C -7.98 -3.90 -9.81 0.871
O -8.78 -3.06 -10.18 -0.609
O -6.85 -2.21 -8.52 -0.580
O -7.17 -7.47 -10.15 -0.585
H -8.83 -5.57 -10.93 0.426
H -5.20 -4.11 -7.74 0.502
H -7.59 -1.79 -8.99 0.350
H -6.43 -7.89 -9.68 0.342
C 6.55 10.34 0.84 -0.671
C 6.38 9.06 1.18 -0.028
C 5.72 8.68 2.47 0.825
O 5.56 7.50 2.73 -0.518
C 5.30 9.74 3.37 -0.749
C 5.48 11.03 3.03 0.358
C 6.11 11.41 1.72 1.031
O 6.23 12.59 1.45 -0.745
O 5.11 12.03 3.82 -0.589
O 6.77 8.05 0.39 -0.601
H 7.02 10.62 -0.09 0.401
H 4.84 9.46 4.30 0.583
H 5.34 12.85 3.35 0.329
H 6.53 7.24 0.87 0.336
C 9.22 14.22 -2.56 -0.921
C 8.83 13.59 -1.45 0.523
C 9.77 12.73 -0.66 0.959
O 9.37 12.19 0.35 -0.560
C 11.14 12.59 -1.14 -1.059
C 11.53 13.22 -2.25 0.344
C 10.60 14.10 -3.03 1.031
O 11.01 14.66 -4.02 -0.609
O 12.78 13.11 -2.73 -0.563
O 7.58 13.68 -0.99 -0.537
H 8.56 14.84 -3.14 0.437
H 11.81 11.95 -0.57 0.423
H 12.80 13.66 -3.53 0.355
H 7.55 13.13 -0.18 0.212
C -9.01 -9.39 2.61 -1.050
C -10.11 -10.09 2.90 0.386
C -11.48 -9.55 2.61 0.977
O -12.45 -10.23 2.88 -0.604
C -11.58 -8.22 2.02 -0.880
C -10.48 -7.52 1.73 0.399
C -9.11 -8.07 2.00 0.943
O -8.13 -7.41 1.70 -0.503
O -10.56 -6.29 1.19 -0.538
O -10.05 -11.30 3.46 -0.565
H -8.01 -9.77 2.81 0.424
H -12.58 -7.84 1.84 0.437
H -9.64 -5.98 1.07 0.268
H -10.98 -11.58 3.57 0.354
```